Record 1
120
Properties=species:S:1:pos:R:3:mulliken_charge:R:1 method="wB97M-V/def2-TZVPD" max_force_ev_per_a=3.95 charge=+1
C 5.645 -0.588 1.405 -1.21
C 4.614 0.607 1.414 0.37
C 3.795 0.716 0.061 -0.83
C 2.232 0.523 0.343 0.52
C 1.424 1.352 -0.710 -1.69
C 0.194 0.757 -1.446 -1.02
C -1.031 0.110 -0.733 0.94
C -1.913 1.260 -0.090 -1.24
C -1.336 2.345 0.840 0.63
C -0.297 2.009 1.948 -0.87
F -0.981 3.490 0.025 -0.45
O -1.945 -0.264 -1.799 -0.05
C -1.855 -1.496 -2.498 0.03
B -1.370 -1.208 -4.014 0.57
N -1.316 0.218 -4.499 -0.64
O -1.055 -2.140 -5.008 -0.90
P -3.757 -1.817 -2.848 -0.33
C -4.812 -0.455 -2.138 0.05
C -6.188 -1.146 -1.697 -1.15
C -4.119 -2.175 -4.635 -0.55
C -4.431 -0.902 -5.554 -0.87
C -1.228 -2.765 -1.722 -0.08
Cl -2.618 -3.740 -0.870 -0.02
P -0.591 -4.225 -2.814 -0.02
O 0.211 -5.191 -1.692 -0.22
Cl -2.216 -5.384 -3.490 -0.21
N -0.331 -2.388 -0.580 0.48
O 1.026 -2.527 -0.708 -0.53
C 1.718 -2.108 -1.863 1.20
C 2.812 -3.224 -2.194 -1.48
C -0.778 -1.138 0.179 0.63
C -1.891 -1.472 1.239 -1.97
C -1.764 -0.814 2.635 0.07
C -2.834 -1.578 3.552 -1.28
Br -0.031 -1.195 3.547 -0.08
H 5.729 -1.113 2.385 0.33
H 5.350 -1.346 0.634 0.23
H 6.664 -0.223 1.137 0.35
H 5.209 1.534 1.606 -0.31
H 3.963 0.470 2.305 0.35
H 4.124 -0.071 -0.651 0.23
H 3.943 1.755 -0.301 0.52
H 2.075 -0.576 0.358 -0.28
H 2.116 0.863 1.400 0.43
H 1.249 2.359 -0.255 0.50
H 2.162 1.594 -1.522 0.66
H -0.262 1.632 -1.988 0.59
H 0.605 0.164 -2.304 0.16
H -2.303 1.830 -0.974 0.45
H -2.854 0.871 0.374 0.34
H -2.214 2.746 1.414 0.47
H 0.600 2.658 1.787 0.57
H 0.036 0.963 1.834 -0.61
H -0.674 2.264 2.959 0.46
H -0.451 0.673 -4.236 0.22
H -2.141 0.740 -4.228 0.25
H -1.142 -1.712 -5.867 0.32
H -5.090 0.367 -2.834 0.58
H -4.408 -0.002 -1.205 -0.20
H -6.192 -1.252 -0.583 0.32
H -6.262 -2.196 -2.076 0.33
H -7.060 -0.529 -1.986 0.31
H -3.412 -2.876 -5.132 0.42
H -5.092 -2.738 -4.634 0.53
H -4.672 -0.020 -4.924 0.20
H -5.278 -1.080 -6.247 0.36
H -3.508 -0.652 -6.124 0.21
H 0.853 -5.699 -2.206 0.33
H -0.559 -3.135 0.107 0.85
H 2.316 -1.166 -1.793 0.03
H 1.142 -1.995 -2.816 -0.22
H 2.901 -3.862 -1.288 0.27
H 3.810 -2.737 -2.319 0.42
H 2.582 -3.779 -3.124 0.29
H 0.122 -0.912 0.809 -0.16
H -1.990 -2.570 1.447 0.58
H -2.896 -1.207 0.820 0.18
H -2.073 0.245 2.714 0.27
H -2.411 -2.574 3.821 0.38
H -3.790 -1.658 2.995 0.35
H -2.924 -0.965 4.475 0.42
C 6.653 5.663 2.771 -0.59
C 5.485 5.917 1.836 -0.60
C 5.342 4.574 1.142 -0.23
O 5.767 3.577 2.080 -0.37
C 6.415 4.223 3.186 -0.53
H 6.694 6.347 3.619 0.34
H 7.594 5.744 2.221 0.26
H 4.585 6.136 2.417 0.28
H 5.650 6.739 1.140 0.36
H 5.992 4.509 0.262 0.24
H 4.315 4.369 0.831 0.12
H 5.746 4.164 4.051 0.31
H 7.340 3.696 3.427 0.29
C 0.918 -6.314 1.134 0.20
C 1.402 -7.714 1.463 -0.72
C 2.287 -7.462 2.671 -0.51
O 1.738 -6.327 3.354 -0.43
C 0.761 -5.704 2.516 -0.27
H -0.004 -6.292 0.553 0.30
H 1.689 -5.776 0.573 -0.16
H 0.553 -8.343 1.745 0.32
H 1.930 -8.202 0.643 0.34
H 3.310 -7.213 2.370 0.25
H 2.324 -8.315 3.351 0.33
H -0.228 -5.918 2.934 0.22
H 0.913 -4.621 2.520 0.15
C -3.985 7.022 0.578 -0.62
C -3.530 5.586 0.766 -0.35
C -2.611 5.703 1.967 -0.10
O -3.110 6.780 2.765 -0.44
C -4.093 7.505 2.014 -0.49
H -4.919 7.118 0.025 0.36
H -3.215 7.589 0.049 0.28
H -4.390 4.954 1.012 0.28
H -3.034 5.163 -0.108 0.26
H -1.589 5.953 1.662 0.17
H -2.581 4.787 2.564 0.13
H -5.077 7.277 2.437 0.28
H -3.913 8.576 2.112 0.30

---

Record 2
23
Properties=species:S:1:pos:R:3:mulliken_charge:R:1 method="wB97M-V/def2-TZVPD" max_force_ev_per_a=4.06 e_above_lowest_ev=1.2116 smiles=Cc1ccccc1.CC
C 0.650 2.197 1.243 -1.37
C 0.975 1.229 0.114 0.80
C 2.325 0.926 -0.068 -0.55
C 2.665 -0.076 -1.006 -0.23
C 1.642 -0.748 -1.659 -0.62
C 0.322 -0.457 -1.380 -0.34
C -0.065 0.496 -0.455 -0.56
H -0.493 2.117 1.270 0.31
H 0.928 3.239 1.246 0.37
H 0.721 1.662 2.166 0.32
H 3.105 1.461 0.436 0.39
H 3.712 -0.300 -1.141 0.37
H 1.729 -1.755 -2.079 0.27
H -0.464 -1.081 -1.779 0.36
H -1.115 0.758 -0.431 0.45
C -3.258 -2.215 0.730 -0.86
C -3.385 -0.870 1.414 -0.66
H -3.621 -2.105 -0.287 0.24
H -2.250 -2.683 0.698 0.27
H -3.806 -2.975 1.260 0.33
H -2.418 -0.376 1.555 0.12
H -3.830 -1.032 2.403 0.31
H -3.966 -0.141 0.840 0.27

---

Record 3
97
Properties=species:S:1:pos:R:3:mulliken_charge:R:1 method="wB97M-V/def2-TZVPD" max_force_ev_per_a=0.56 charge=-2
Mg 0.125 0.726 1.402 2.73
O 6.115 -0.139 2.974 -0.61
C 4.803 0.063 2.624 1.25
C 4.439 1.086 1.759 -0.74
C 3.102 1.205 1.428 0.24
N 2.190 0.387 1.928 0.17
C 2.525 -0.562 2.791 0.41
C 3.840 -0.777 3.163 -0.79
C 1.333 -1.363 3.329 -0.19
O 1.576 -2.280 4.132 -0.86
O 0.223 -0.977 2.881 -0.57
C 2.557 2.262 0.462 -0.50
O 3.352 3.126 0.055 -0.92
O 1.343 2.111 0.171 -0.54
H 6.645 0.499 2.486 0.29
H 5.155 1.772 1.321 0.38
H 4.090 -1.581 3.840 0.53
C -2.315 2.477 -2.729 -0.52
O -1.429 1.400 -2.967 0.48
C -1.605 0.637 -4.058 1.03
C -2.375 1.018 -5.150 -0.75
C -2.443 0.218 -6.287 -0.78
C -1.751 -0.978 -6.334 -0.70
C -1.022 -1.387 -5.222 -0.64
C -0.939 -0.612 -4.075 -0.22
N -0.185 -1.083 -2.988 -0.08
C -0.453 -0.779 -1.647 -0.38
N -1.784 -0.871 -1.374 0.12
C -2.543 -0.288 -0.331 1.29
C -1.992 0.131 0.875 -0.71
C -2.934 0.578 1.825 -1.45
C -4.298 0.623 1.592 -1.34
C -4.806 0.245 0.347 -0.43
C -3.920 -0.206 -0.611 0.99
O -4.301 -0.594 -1.893 -0.34
C -5.655 -0.458 -2.226 -1.14
N 0.472 -0.594 -0.778 0.71
C 1.815 -0.595 -1.221 -0.49
C 2.671 -1.564 -0.700 -0.40
C 4.018 -1.592 -1.028 -0.61
C 4.537 -0.632 -1.883 -0.83
C 3.700 0.332 -2.429 -0.96
C 2.344 0.348 -2.119 0.48
O 1.479 1.231 -2.695 0.29
C 1.950 2.554 -2.905 -0.87
H -2.075 2.845 -1.736 -0.39
H -3.354 2.134 -2.750 0.34
H -2.173 3.278 -3.462 0.34
H -2.901 1.962 -5.125 0.43
H -3.036 0.543 -7.133 0.40
H -1.794 -1.606 -7.214 0.37
H -0.514 -2.345 -5.220 0.44
H 0.787 -1.275 -3.175 0.58
H -2.338 -1.141 -2.169 0.35
H -2.559 0.921 2.784 0.47
H -4.983 0.971 2.360 0.31
H -5.868 0.310 0.146 0.36
H -5.754 -0.776 -3.263 0.29
H -5.991 0.581 -2.133 0.42
H -6.293 -1.086 -1.594 0.35
H 2.250 -2.293 -0.021 0.43
H 4.647 -2.354 -0.586 0.51
H 5.593 -0.623 -2.128 0.34
H 4.099 1.092 -3.087 0.32
H 1.058 3.172 -3.007 0.13
H 2.534 2.621 -3.832 0.25
H 2.538 2.903 -2.055 0.32
C 2.671 -5.736 3.780 -1.07
N 1.588 -5.257 2.948 0.22
C 0.302 -5.421 3.321 -0.01
C -0.706 -4.800 2.681 -1.12
C -0.324 -3.834 1.688 0.81
N 0.912 -3.728 1.265 -0.19
C 1.916 -4.433 1.847 0.09
O 3.085 -4.383 1.488 -0.72
N -1.279 -3.028 1.150 -0.15
H 2.337 -6.610 4.340 0.37
H 2.980 -4.948 4.470 0.28
H 3.513 -5.997 3.145 0.31
H 0.137 -6.064 4.177 0.29
H -1.729 -4.906 3.008 0.36
H -2.176 -3.125 1.605 0.25
H -1.060 -2.026 1.125 -0.09
C -2.242 3.993 3.800 -1.18
Si -0.898 3.685 2.492 0.42
C 0.431 5.002 2.782 -1.21
C -1.698 4.089 0.822 -0.83
O -0.324 2.214 2.549 -0.61
H -2.608 5.025 3.788 0.32
H -1.851 3.779 4.800 0.27
H -3.091 3.326 3.625 0.20
H 0.030 6.021 2.752 0.32
H 1.206 4.908 2.017 0.27
H 0.906 4.850 3.756 0.25
H -2.165 5.079 0.789 0.44
H -2.461 3.333 0.608 0.13
H -0.930 4.035 0.044 0.15

---

Record 4
35
Properties=species:S:1:pos:R:3:mulliken_charge:R:1 method="wB97M-V/def2-TZVPD" max_force_ev_per_a=2.60 charge=+1 e_above_lowest_ev=2.8789
C 3.455 0.036 1.727 -0.69
O 2.195 0.371 2.314 -0.24
C 1.295 -0.574 2.327 -0.53
C -0.021 -0.228 1.868 0.66
C -0.889 -1.317 1.607 -0.14
C -2.217 -1.060 1.275 -0.57
C -2.651 0.277 1.172 -0.39
C -1.761 1.345 1.349 -0.63
C -0.445 1.115 1.721 -0.36
H 3.929 0.999 1.546 0.28
H 4.014 -0.582 2.434 0.29
H 3.298 -0.502 0.773 0.34
H 1.650 -1.621 2.241 0.64
H -0.472 -2.319 1.710 0.39
H -2.899 -1.902 1.144 0.41
H -3.717 0.459 1.064 0.41
H -2.115 2.371 1.237 0.40
H 0.284 1.915 1.864 0.49
C 0.455 -1.572 4.541 -1.64
N 1.407 -0.574 4.917 0.53
C 0.840 0.530 5.675 -0.57
C 1.940 0.980 6.649 -0.60
C 3.064 -0.055 6.547 -0.55
C 2.599 -1.112 5.536 -0.55
H 0.908 -2.326 3.893 0.47
H 0.013 -2.087 5.411 0.47
H -0.362 -1.090 4.015 0.57
H 0.535 1.334 4.983 0.20
H -0.078 0.223 6.234 0.31
H 2.278 1.986 6.407 0.29
H 1.531 0.991 7.658 0.29
H 4.005 0.389 6.226 0.28
H 3.228 -0.539 7.509 0.30
H 2.397 -2.087 6.042 0.30
H 3.351 -1.308 4.754 0.14

---

Record 5
15
Properties=species:S:1:pos:R:3:mulliken_charge:R:1 method="wB97M-V/def2-TZVPD" max_force_ev_per_a=5.39 e_above_lowest_ev=2.9740 smiles="O=C1[C@H](O)CN2C[C@@H]12"
O 1.388 1.993 -0.239 -0.58
C 0.581 1.115 -0.150 0.52
C 0.921 -0.322 0.295 0.07
O 2.175 -0.684 -0.002 -0.57
C 0.036 -1.173 -0.505 -0.58
N -1.123 -0.325 -0.770 -0.36
C -1.696 0.199 0.516 -0.34
C -0.865 1.082 -0.266 -0.06
H 0.807 -0.429 1.334 0.22
H 2.919 0.003 0.110 0.34
H 0.722 -1.285 -1.378 0.35
H -0.120 -2.189 -0.180 0.29
H -1.419 -0.271 1.506 0.20
H -2.846 0.322 0.495 0.23
H -1.480 1.963 -0.766 0.28

---

Record 6
7
Properties=species:S:1:pos:R:3:mulliken_charge:R:1 method="wB97M-V/def2-TZVPD" max_force_ev_per_a=3.52 e_above_lowest_ev=0.4517 smiles=BrNSNBr
Br -1.659 -2.252 -0.094 0.01
N -1.337 -0.423 0.193 -0.34
S -0.160 0.340 -0.954 0.11
N 1.063 0.694 0.212 -0.34
Br 2.695 -0.202 0.218 -0.04
H -2.072 0.241 0.199 0.28
H 1.469 1.602 0.226 0.33

---

| no. | E_HOMO (eV) |
| --- | --- |
| 1 | -10.404 |
| 2 | -9.070 |
| 3 | -2.370 |
| 4 | -11.896 |
| 5 | -9.600 |
| 6 | -9.534 |